A cluster of 8 separate species, C18H34O31S7 in total in a non-equilibrium geometry. Source: the OMol25 dataset; level of theory: ωB97M-V/def2-TZVPD.

```
! RIJCOSX wB97M-V def2-TZVPD def2/J DEFGRID3
* xyz 0 1
C 12.515 8.766 2.914
C 12.809 7.596 2.048
C 12.765 6.323 2.995
O 11.727 5.440 2.526
C 11.057 6.101 1.503
O 10.097 5.516 1.010
O 11.589 7.364 1.311
H 11.755 8.596 3.677
H 12.333 9.628 2.272
H 13.346 9.081 3.545
H 13.722 7.629 1.453
H 12.615 6.590 4.041
H 13.716 5.805 2.869
C 11.099 -0.500 1.370
C 11.884 -1.290 0.432
O 13.167 -1.559 0.986
S 13.274 -0.819 2.507
O 13.823 0.533 2.255
O 13.875 -1.682 3.532
O 11.642 -0.649 2.633
H 10.058 -0.767 1.188
H 11.189 0.551 1.097
H 12.120 -0.574 -0.355
H 11.339 -2.161 0.068
C 6.872 3.740 7.438
C 7.459 2.633 6.564
O 8.864 2.905 6.547
S 9.378 4.090 7.532
O 9.459 5.382 6.862
O 10.500 3.692 8.378
O 7.925 4.069 8.397
H 5.925 3.416 7.870
H 6.664 4.583 6.780
H 7.403 2.545 5.479
H 7.224 1.673 7.023
C 7.404 10.428 3.399
C 6.145 10.570 2.570
O 5.202 9.958 3.321
S 5.764 8.612 4.048
O 5.334 7.392 3.278
O 5.398 8.801 5.459
O 7.320 9.079 3.727
H 7.357 10.967 4.345
H 8.312 10.600 2.822
H 6.215 10.124 1.578
H 5.798 11.596 2.448
C 8.764 11.285 9.745
C 9.711 10.619 8.793
O 10.602 11.702 8.410
S 9.895 13.224 8.396
O 9.658 13.469 7.000
O 10.605 14.158 9.238
O 8.474 12.556 9.102
H 9.113 11.584 10.733
H 7.885 10.687 9.986
H 9.247 10.288 7.864
H 10.153 9.720 9.224
C 15.341 1.611 -2.547
C 16.788 1.861 -2.926
O 16.894 3.251 -3.171
S 15.729 4.147 -2.324
O 15.069 5.097 -3.269
O 16.311 4.659 -1.088
O 14.734 2.761 -2.103
H 15.345 0.815 -1.803
H 14.910 1.140 -3.431
H 17.062 1.205 -3.753
H 17.244 1.493 -2.007
C 5.407 1.036 -0.004
C 3.865 0.893 -0.346
O 3.166 0.429 0.783
S 4.121 0.414 2.170
O 4.100 -0.832 2.956
O 3.911 1.674 2.933
O 5.624 0.531 1.268
H 5.738 2.058 0.179
H 6.058 0.430 -0.633
H 3.638 0.155 -1.115
H 3.443 1.844 -0.672
C 17.026 5.539 9.351
C 18.418 5.268 8.675
O 18.236 5.896 7.431
S 17.423 7.238 7.589
O 16.716 7.534 6.308
O 18.222 8.287 8.258
O 16.488 6.621 8.731
H 17.278 5.634 10.407
H 16.306 4.724 9.283
H 18.771 4.246 8.539
H 19.130 5.857 9.254
*
```

Summary:
SMILES ... C[C@H]1COC(=O)O1.O=S1(=O)OCCO1.O=S1(=O)OCCO1.O=S1(=O)OCCO1.O=S1(=O)OCCO1.O=S1(=O)OCCO1.O=S1(=O)OCCO1.O=S1(=O)OCCO1
E_LUMO ... 0.08 eV
Molar mass ... 970.9 g mol⁻¹

=====

An isolated molecule of C5H8N2 in a non-equilibrium geometry. Source: the OMol25 dataset; level of theory: ωB97M-V/def2-TZVPD.

```
! RIJCOSX wB97M-V def2-TZVPD def2/J DEFGRID3
* xyz 0 1
C -0.922 0.445 1.527
C 0.363 -1.430 0.986
C 0.380 0.052 0.736
C 0.326 0.278 -0.741
N 0.252 1.541 -1.321
C 0.240 -0.938 -1.308
N 0.250 -1.899 -0.256
H -1.804 -0.063 1.174
H -0.833 0.298 2.597
H -1.043 1.500 1.324
H 1.185 0.546 1.236
H 0.436 1.561 -2.314
H 0.804 2.233 -0.844
H 0.166 -1.235 -2.347
H 0.201 -2.889 -0.449
*
```

Summary:
E_LUMO ... 0.92 eV
Molar mass ... 96.1 g mol⁻¹

=====

A cluster of 2 separate species, C5H10NO3P in total in a non-equilibrium geometry. Source: the OMol25 dataset; level of theory: ωB97M-V/def2-TZVPD.

```
! RIJCOSX wB97M-V def2-TZVPD def2/J DEFGRID3
* xyz 0 1
C 1.237 -0.802 -1.841
C -1.271 0.697 0.255
C -3.491 1.123 1.067
C 2.124 -1.105 1.042
C 0.639 0.042 -0.996
N -0.665 0.029 -0.754
O 2.542 -0.634 -2.265
O -0.869 1.661 0.828
O -2.637 0.284 0.388
P 2.445 -0.280 2.461
H 0.654 -1.578 -2.456
H -4.023 0.722 1.879
H -4.222 1.652 0.498
H -2.854 2.043 1.375
H 2.749 -1.424 0.184
H 1.204 -1.545 1.014
H 1.154 0.848 -0.506
H -1.058 -0.740 -1.255
H 2.577 -1.179 -3.135
H 3.766 0.186 2.218
*
```

Summary:
SMILES ... COC(=O)N/C=C/O.C=P
E_LUMO ... 0.37 eV
Molar mass ... 163.1 g mol⁻¹

=====

Going through the records in order, we get energy above the lowest of the compared OMol25 structures with the same formula, charge and spin values of 144.3 55.6 114.0 kcal per mole.
Going through the records in order, we get gap between HOMO and LUMO values of 10.86 9.00 8.53 eV.
Going through the records in order, we get energy values of -5825.60964 -304.74692 -818.23035 hartree.